The following is a quantum chemistry calculation of a cluster of 11 separate species, BF4H20O10 in total in a non-equilibrium geometry, from the OMol25 dataset.

Summary:
Electronic energy, a.u.: -1189.0623
LUMO level, eV: 2.5836
ΔE to the lowest compared entry with this formula, charge and spin, eV: 0.7696
Total charge: -1
Gap between HOMO and LUMO, eV: 10.0
Multiplicity: 1

CARTESIAN COORDINATES (ANGSTROEM)
B: 8.32400 -26.68300 0.21400
F: 7.75800 -27.52400 -0.77800
F: 8.07200 -27.23400 1.43200
F: 9.66300 -26.54000 0.01500
F: 7.68600 -25.43000 0.16100
O: 9.07600 -26.05000 -3.23200
H: 8.92300 -26.89300 -2.72500
H: 8.37800 -26.02900 -3.86800
O: 5.41400 -28.22400 1.21400
H: 5.13400 -28.78400 1.90700
H: 6.37400 -28.26800 1.24300
O: 5.39500 -25.67400 2.45100
H: 5.27300 -25.40900 1.55000
H: 5.33900 -26.62600 2.37200
O: 6.69400 -27.04400 4.50900
H: 7.24400 -26.91800 3.74000
H: 5.91000 -27.46900 4.15100
O: 11.52200 -25.42900 -1.23200
H: 10.86500 -24.94700 -1.74200
H: 10.97900 -26.06900 -0.72500
O: 9.42400 -23.72800 -1.79700
H: 9.19000 -24.56600 -2.22300
H: 8.92100 -23.66600 -0.96500
O: 8.17800 -24.67700 3.23800
H: 7.58700 -25.22500 2.62300
H: 9.06000 -24.57500 2.89700
O: 5.66200 -27.29600 -2.24000
H: 6.45300 -27.52400 -1.70100
H: 4.99500 -27.01300 -1.61900
O: 6.23600 -23.47700 -1.19200
H: 6.74800 -24.04700 -0.62200
H: 6.78200 -22.69200 -1.24700
O: 10.79400 -24.92200 1.99000
H: 11.22800 -24.28300 1.41600
H: 10.51600 -25.57800 1.35900

natural (NBO) atomic charge list, values in e, 2 entries: atom 1 (B): 1.353, atom 2 (F): -0.575

The following is a quantum chemistry calculation of the molecule C23H24N2O7S2 in a non-equilibrium geometry, from the OMol25 dataset.

Summary:
Electronic energy, a.u.: -2323.4387
LUMO level, eV: 0.1486
ΔE to the lowest compared entry with this formula, charge and spin, eV: 0.0000
Total charge: 0
Gap between HOMO and LUMO, eV: 8.5
Multiplicity: 1
Structure (SMILES): COc1ccccc1NS(=O)(=O)c1ccc(C)c(NS(=O)(=O)c2cc(C(=O)O)cc(C)c2C)c1

CARTESIAN COORDINATES (ANGSTROEM)
C: 3.36051 1.16415 -1.76460
O: 3.21120 0.00992 -0.97072
C: 2.40349 -0.98868 -1.45732
C: 1.89613 -1.04999 -2.74557
C: 1.06137 -2.09488 -3.10919
C: 0.73322 -3.08744 -2.20496
C: 1.25624 -3.04559 -0.92347
C: 2.09688 -2.01309 -0.55002
N: 2.62335 -1.99107 0.76021
S: 1.60865 -1.37526 1.94046
O: 0.28247 -1.86115 1.69497
O: 2.22344 -1.65766 3.20416
C: 1.65637 0.38966 1.65383
C: 2.65185 1.17397 2.19701
C: 2.67594 2.52113 1.87368
C: 1.73301 3.08379 1.02390
C: 1.79174 4.54368 0.67926
C: 0.72371 2.26520 0.49018
N: -0.27540 2.77913 -0.32430
S: -0.99926 1.85992 -1.54977
O: -1.67929 2.84066 -2.34739
O: 0.00387 1.06223 -2.18782
C: -2.13216 0.81520 -0.64272
C: -1.94928 -0.54832 -0.76387
C: -2.68436 -1.40059 0.05050
C: -2.46285 -2.86391 -0.04177
O: -1.96916 -3.42289 -0.98595
O: -2.89851 -3.52186 1.03746
C: -3.59011 -0.86265 0.95900
C: -3.79859 0.50455 1.04779
C: -4.79006 1.04685 2.03045
C: -3.05944 1.37183 0.22877
C: -3.25139 2.85132 0.30979
C: 0.70347 0.91259 0.81122
H: 2.38541 1.54764 -2.07728
H: 3.97808 0.96314 -2.64616
H: 3.86189 1.89428 -1.13001
H: 2.11839 -0.27818 -3.46270
H: 0.66088 -2.12043 -4.11119
H: 0.06405 -3.88394 -2.48478
H: 1.01497 -3.79953 -0.19297
H: 3.51670 -1.52145 0.81412
H: 3.37542 0.73240 2.86246
H: 3.44934 3.15280 2.28588
H: 0.90216 5.06262 1.03662
H: 2.66137 5.00562 1.13862
H: 1.85967 4.68401 -0.39998
H: -0.19467 3.75269 -0.57138
H: -1.21929 -0.94039 -1.45568
H: -2.67626 -4.46281 0.96062
H: -4.13754 -1.53227 1.60428
H: -4.32280 1.78404 2.68042
H: -5.19236 0.24666 2.64475
H: -5.61763 1.53144 1.51320
H: -2.70766 3.25161 1.16557
H: -4.30406 3.09222 0.43867
H: -2.88848 3.33053 -0.59295
H: -0.04452 0.25052 0.41626

natural (NBO) atomic charge list, values in e, 2 entries: atom 1 (C): -0.256, atom 2 (O): -0.524